70
Properties=species:S:1:pos:R:3:lowdin_charge:R:1 method="wB97M-V/def2-TZVPD" relative_energy_kcal_mol=96.5 charge=0 lumo_ev=-0.50
Rb 0.725 2.264 1.293 0.961
N 4.084 4.708 -0.068 -0.224
S 4.438 3.165 0.051 0.400
O 3.497 2.178 0.579 -0.424
O 5.762 3.017 0.438 -0.246
F 4.510 2.903 -1.545 -0.200
S 3.915 4.805 1.658 0.537
O 5.060 4.961 2.486 -0.247
O 2.672 4.239 2.190 -0.421
F 3.635 6.341 1.672 -0.191
C -3.996 2.570 1.518 -0.037
C -3.710 1.171 2.168 -0.505
C -5.091 0.505 2.342 -0.120
C -5.133 -1.028 2.728 -0.150
C -4.413 -1.713 1.478 -0.110
C -2.947 -1.157 1.284 -0.418
N -2.993 0.370 1.177 -0.118
O -1.800 0.872 0.711 -0.112
C -1.909 -1.673 2.326 -0.021
C -2.446 -1.795 -0.014 -0.051
C -2.995 1.467 3.457 -0.028
H -4.424 2.482 0.519 0.084
H -3.218 3.334 1.529 0.075
H -4.783 3.135 2.017 0.085
H -5.488 0.923 3.267 0.111
H -5.712 0.724 1.474 0.122
H -6.123 -1.210 3.145 0.103
H -4.633 -1.373 3.634 0.096
H -5.198 -1.484 0.758 0.111
H -4.532 -2.787 1.621 0.111
H -0.858 -1.445 2.145 0.069
H -2.132 -1.288 3.321 0.059
H -1.936 -2.750 2.487 0.092
H -2.848 -1.479 -0.977 0.091
H -1.387 -1.543 -0.053 0.049
H -2.662 -2.864 -0.002 0.095
H -2.494 0.563 3.801 0.068
H -3.634 1.901 4.226 0.096
H -2.184 2.195 3.474 0.075
H -2.071 1.140 -0.171 0.111
C 1.531 -0.791 0.014 -0.046
C 2.243 -1.748 -0.996 -0.433
C 1.155 -2.690 -1.706 -0.120
C 0.428 -1.932 -2.761 -0.214
C 1.434 -1.432 -3.767 -0.130
C 2.580 -0.538 -3.201 -0.520
N 3.093 -1.020 -1.931 -0.144
O 4.094 -0.314 -1.377 0.024
C 3.633 -0.606 -4.211 -0.057
C 2.026 0.884 -3.153 -0.013
C 3.096 -2.800 -0.251 -0.039
H 0.727 -0.310 -0.542 0.054
H 2.086 -0.068 0.611 0.036
H 1.084 -1.416 0.787 0.066
H 1.596 -3.598 -2.117 0.125
H 0.465 -2.886 -0.885 0.107
H -0.210 -1.104 -2.450 0.099
H -0.341 -2.637 -3.077 0.117
H 0.852 -0.800 -4.438 0.116
H 1.658 -2.209 -4.498 0.120
H 4.475 0.007 -3.891 0.095
H 3.972 -1.617 -4.439 0.092
H 3.335 -0.317 -5.219 0.095
H 1.936 1.495 -4.051 0.096
H 1.052 0.942 -2.667 0.069
H 2.697 1.339 -2.425 0.067
H 3.412 -3.602 -0.919 0.083
H 2.498 -3.220 0.558 0.080
H 3.979 -2.472 0.297 0.080
H 4.866 -0.881 -1.438 0.120

=====

46
Properties=species:S:1:pos:R:3:lowdin_charge:R:1 method="wB97M-V/def2-TZVPD" relative_energy_kcal_mol=0.0 charge=+1 lumo_ev=-6.32
C -3.785 5.346 9.086 -0.105
C -3.357 4.166 9.909 -0.166
C -2.520 3.210 9.509 -0.135
C -1.992 2.080 10.388 -0.206
H -1.789 1.208 9.704 0.071
C -0.675 2.411 11.094 -0.129
C -0.573 2.951 12.309 -0.165
C 0.705 3.380 12.970 -0.104
H -4.335 6.022 9.745 0.070
H -2.935 5.896 8.667 0.079
H -4.446 5.079 8.254 0.075
H -3.766 4.119 10.919 0.108
H -2.132 3.207 8.480 0.101
H -2.760 1.783 11.131 0.118
H 0.224 2.189 10.503 0.104
H -1.482 3.118 12.887 0.106
H 0.432 3.927 13.876 0.070
H 1.348 2.543 13.266 0.078
H 1.303 4.047 12.338 0.078
F 3.973 1.056 5.475 0.133
C 3.802 0.743 6.798 -0.506
F 4.725 -0.219 7.092 0.133
F 4.158 1.859 7.515 0.137
C 2.395 0.328 7.115 -0.076
C 2.167 -0.732 7.992 0.034
C 0.862 -1.086 8.268 0.031
C -0.253 -0.365 7.745 -0.178
C -1.554 -0.777 8.152 0.107
C -2.816 -0.581 7.533 -0.182
C -3.965 -1.119 8.202 0.018
C -5.251 -0.869 7.757 -0.035
C -5.453 -0.072 6.623 -0.003
C -4.352 0.422 5.909 -0.028
C -3.055 0.094 6.296 0.019
C 0.039 0.750 6.911 0.026
C 1.345 1.058 6.562 0.032
H 3.008 -1.280 8.405 0.138
H 0.677 -1.956 8.892 0.131
H -1.573 -1.487 8.988 0.142
H -3.804 -1.747 9.075 0.128
H -6.108 -1.306 8.282 0.127
H -6.469 0.147 6.289 0.129
H -4.522 1.038 5.020 0.126
H -2.212 0.319 5.645 0.115
H -0.772 1.376 6.545 0.112
H 1.570 1.847 5.846 0.143

=====

19
Properties=species:S:1:pos:R:3:lowdin_charge:R:1 method="wB97M-V/def2-TZVPD" relative_energy_kcal_mol=58.0 charge=0 lumo_ev=0.87 smiles="C=C/C=C(/C)CC"
C 1.971 0.848 -0.469 -0.095
C 0.643 1.174 0.254 -0.230
C -0.595 0.532 -0.296 -0.284
C -1.191 -0.433 0.474 -0.067
C -0.243 -1.434 1.016 -0.186
C -0.763 -2.484 1.676 -0.014
C -1.039 1.047 -1.656 -0.054
H 2.492 0.179 0.209 0.057
H 1.885 0.309 -1.417 0.073
H 2.670 1.636 -0.743 0.063
H 0.452 2.245 0.232 0.115
H 0.737 0.942 1.316 0.103
H -2.198 -0.656 0.810 0.105
H 0.836 -1.424 0.983 0.095
H -0.187 -3.320 2.055 0.045
H -1.843 -2.577 1.775 0.048
H -1.915 1.708 -1.732 0.077
H -0.293 1.528 -2.274 0.070
H -1.419 0.178 -2.210 0.078

=====

24
Properties=species:S:1:pos:R:3:lowdin_charge:R:1 method="wB97M-V/def2-TZVPD" relative_energy_kcal_mol=34.4 charge=0 lumo_ev=0.91 smiles=Cc1ccccc1.CCO
C -0.336 -2.962 -0.164 -0.057
C -2.752 0.572 -0.173 -0.102
C -1.329 0.683 -0.149 -0.073
C -3.292 -0.655 0.011 -0.107
C -0.505 -0.432 -0.086 -0.050
C -2.514 -1.850 0.033 -0.036
C -1.136 -1.652 -0.107 -0.275
H -3.206 1.551 -0.223 0.095
H -1.042 1.725 -0.052 0.097
H -4.329 -0.794 0.321 0.100
H 0.551 -0.245 -0.231 0.082
H -3.043 -2.704 0.410 0.104
H -0.183 -3.295 -1.198 0.077
H -0.603 -3.866 0.365 0.066
H 0.651 -2.688 0.249 0.074
C 3.703 1.629 0.248 -0.286
C 3.157 3.078 0.241 -0.083
O 2.598 0.715 0.077 -0.117
H 4.486 1.521 -0.503 0.107
H 4.015 1.331 1.248 0.110
H 2.637 3.178 -0.722 0.070
H 2.253 0.784 -0.813 0.062
H 4.071 3.679 0.214 0.072
H 2.411 3.276 0.994 0.068

=====

19
Properties=species:S:1:pos:R:3:lowdin_charge:R:1 method="wB97M-V/def2-TZVPD" relative_energy_kcal_mol=115.4 charge=0 lumo_ev=1.09 smiles="C=C[C@]12C[C@H]1O[C@@H]1C[C@@H]12"
C 2.577 -0.579 0.645 -0.006
C 1.750 -0.319 -0.397 -0.125
C 0.341 0.188 -0.331 -0.364
C 0.250 1.726 -0.599 0.042
C -0.256 1.088 0.657 -0.333
C -2.079 -0.084 -0.031 -0.232
C -1.599 -1.520 0.293 -0.002
C -0.809 -0.599 -0.756 -0.160
H 3.755 -0.645 0.453 0.095
H 2.186 -0.453 1.768 0.094
H 2.255 -0.550 -1.290 0.081
H -0.660 2.134 -1.021 0.121
H 1.256 2.184 -0.643 0.122
H 0.074 1.069 1.792 0.192
H -3.090 0.110 -0.569 0.171
H -2.133 -2.334 -0.369 0.133
H -1.223 -1.668 1.357 0.128
H -0.982 -0.733 -1.750 0.103
O -1.611 0.986 0.791 -0.061

=====

82
Properties=species:S:1:pos:R:3:lowdin_charge:R:1 method="wB97M-V/def2-TZVPD" relative_energy_kcal_mol=3.2 charge=+2 lumo_ev="-7.80 / -7.80"
N 1.961 -1.020 0.875 -0.119
C 2.821 -0.777 1.698 -0.397
O 3.162 -0.435 2.801 0.150
Li 0.362 -0.789 2.455 0.620
Nb 0.929 -1.292 -0.891 1.374
N 0.527 -3.223 -0.699 -0.265
N 2.299 -1.053 -2.329 -0.250
C 0.970 -4.544 -0.268 -0.658
C 3.764 -1.017 -2.384 -0.663
C -0.231 -5.446 0.030 -0.036
C 1.756 -5.169 -1.422 -0.021
C 1.837 -4.446 0.984 -0.039
C 4.246 0.318 -1.816 -0.028
C 4.223 -1.136 -3.837 -0.036
C 4.338 -2.154 -1.548 -0.035
H -0.872 -5.000 0.795 0.095
H 0.146 -6.407 0.398 0.107
H -0.821 -5.641 -0.871 0.090
H 1.127 -5.219 -2.321 0.084
H 2.061 -6.188 -1.142 0.109
H 2.651 -4.576 -1.654 0.065
H 2.680 -3.755 0.861 0.063
H 2.236 -5.450 1.196 0.107
H 1.229 -4.126 1.841 0.083
H 3.785 1.159 -2.353 0.090
H 5.338 0.379 -1.927 0.108
H 3.995 0.395 -0.749 0.066
H 3.933 -0.251 -4.419 0.091
H 3.804 -2.037 -4.298 0.100
H 5.318 -1.207 -3.862 0.106
H 5.436 -2.093 -1.590 0.109
H 4.024 -3.121 -1.959 0.073
H 4.022 -2.070 -0.501 0.051
C -0.585 -3.239 -1.670 -0.162
H -0.809 -2.211 -2.044 -0.002
H -0.379 -3.874 -2.545 0.105
H -1.495 -3.604 -1.178 0.101
C 1.586 -0.412 -3.440 -0.152
H 0.523 -0.282 -3.163 -0.006
H 2.000 0.585 -3.662 0.102
H 1.631 -1.012 -4.363 0.107
C -4.207 2.722 -1.601 -0.204
Si -4.073 2.273 0.237 0.340
C -4.775 3.657 1.325 -0.193
C -4.905 0.607 0.597 -0.213
Si -1.827 2.053 0.853 0.101
Te -1.099 0.415 -0.896 0.600
Si -0.505 3.930 0.439 0.347
C -1.132 5.184 1.714 -0.199
C 1.323 3.491 0.704 -0.205
C -0.794 4.527 -1.337 -0.200
Si -1.565 1.049 2.910 0.320
C -2.743 2.018 4.039 -0.185
C -1.987 -0.804 2.823 -0.237
C 0.238 1.305 3.427 -0.243
H -5.282 2.801 -1.836 0.047
H -3.771 1.956 -2.259 0.019
H -3.740 3.687 -1.850 0.023
H -5.845 3.734 1.071 0.049
H -4.691 3.447 2.401 0.019
H -4.305 4.632 1.127 0.028
H -4.476 -0.220 0.010 0.025
H -4.873 0.321 1.659 0.021
H -5.964 0.713 0.311 0.046
H -1.002 4.841 2.752 0.028
H -0.529 6.095 1.574 0.046
H -2.191 5.450 1.575 0.026
H 1.680 2.718 0.004 0.016
H 1.901 4.412 0.512 0.048
H 1.558 3.159 1.726 0.014
H -0.501 3.778 -2.089 0.029
H -1.837 4.818 -1.536 0.024
H -0.162 5.418 -1.482 0.046
H -3.810 1.894 3.790 0.036
H -2.588 1.631 5.060 0.048
H -2.526 3.099 4.045 0.045
H -1.435 -1.441 2.098 -0.009
H -1.883 -1.243 3.829 0.055
H -3.044 -0.902 2.526 0.044
H 1.052 1.043 2.721 -0.003
H 0.363 2.382 3.611 0.057
H 0.417 0.792 4.386 0.060

=====

27
Properties=species:S:1:pos:R:3:lowdin_charge:R:1 method="wB97M-V/def2-TZVPD" charge=-1 lumo_ev="3.25 / 3.13" spin_multiplicity=6
C -0.817 1.240 -2.667 -0.120
Mn -0.002 -0.012 -0.045 0.175
N 1.074 -1.653 -1.118 -0.027
H -0.780 1.157 0.753 -0.094
H -0.117 1.358 -1.782 -0.034
H -1.366 2.175 -2.843 0.007
H -1.588 0.469 -2.377 0.011
H -0.206 1.106 -3.534 -0.013
H 0.835 -2.587 -0.766 0.026
H 2.102 -1.594 -1.072 0.049
H 0.847 -1.660 -2.107 0.020
C 1.191 -2.711 2.037 -0.239
O 1.548 -1.567 2.854 -0.478
P 1.528 -0.213 1.848 0.707
O 0.276 0.379 2.803 -0.490
C 0.733 0.864 4.091 -0.192
O 2.069 1.130 0.836 -0.553
C 2.200 2.351 1.645 -0.204
H 2.009 -2.861 1.312 0.045
H 0.215 -2.544 1.539 0.048
H 1.122 -3.534 2.689 0.038
H 0.145 0.420 4.857 0.051
H 1.796 0.621 4.278 0.062
H 0.601 1.941 4.063 0.059
H 1.201 2.681 1.906 0.052
H 2.837 2.126 2.501 0.051
H 2.673 3.053 1.010 0.041

=====

69
Properties=species:S:1:pos:R:3:lowdin_charge:R:1 method="wB97M-V/def2-TZVPD" charge=0 lumo_ev=0.46 smiles="C[C@@H](O)C[PH3]CCCSC(=S)N1CCOCC1.CCOC(=O)C(F)(F)F.CCOC(=O)C(F)(F)F"
C 1.753 -2.174 2.059 -0.050
C 1.262 -1.401 0.857 -0.528
O 1.696 -2.031 -0.360 -0.087
C -0.247 -1.264 0.822 -0.350
P -0.796 -0.526 -0.861 0.814
C -1.329 0.210 -2.526 -0.421
C -2.838 0.045 -2.780 -0.342
C -3.192 -0.086 -4.254 -0.515
S -3.272 1.485 -5.122 0.929
C -1.623 1.763 -5.718 -1.086
S -0.638 0.541 -6.146 0.729
N -1.376 3.125 -5.799 -0.191
C -1.135 3.740 -4.487 -0.137
C 0.350 3.703 -4.047 -0.188
O 1.200 3.158 -5.016 -0.126
C 0.980 3.840 -6.221 -0.194
C -0.396 3.508 -6.811 -0.171
H 1.138 -3.045 2.251 0.063
H 2.778 -2.482 1.871 0.084
H 1.787 -1.518 2.920 0.067
H 1.696 -0.407 0.847 0.104
H 1.735 -2.984 -0.197 0.091
H -0.604 -0.670 1.661 0.071
H -0.666 -2.267 0.883 0.070
H 0.388 0.283 -0.890 0.029
H -1.973 0.015 -0.245 0.024
H -0.773 -1.832 -1.427 0.030
H -0.779 -0.304 -3.308 0.050
H -1.091 1.272 -2.508 0.047
H -3.343 0.895 -2.334 0.094
H -3.147 -0.868 -2.271 0.088
H -4.179 -0.530 -4.341 0.068
H -2.507 -0.766 -4.739 0.038
H -1.534 4.752 -4.487 0.121
H -1.708 3.180 -3.763 0.077
H 0.447 3.104 -3.151 0.111
H 0.647 4.720 -3.777 0.118
H 1.765 3.631 -6.933 0.124
H 1.019 4.919 -6.041 0.118
H -0.754 4.424 -7.281 0.120
H -0.316 2.773 -7.595 0.088
C 5.728 2.371 3.030 -0.058
C 4.784 2.279 4.208 -0.194
O 3.466 2.747 3.858 0.036
C 2.685 1.876 3.234 -0.388
O 2.962 0.750 2.937 0.164
C 1.309 2.511 2.969 -0.525
F 1.433 3.762 2.496 0.165
F 0.601 2.560 4.113 0.164
F 0.623 1.788 2.080 0.159
H 5.749 3.388 2.637 0.084
H 6.736 2.091 3.333 0.083
H 5.414 1.710 2.223 0.079
H 5.116 2.927 5.016 0.125
H 4.725 1.264 4.599 0.125
C -4.228 -4.042 4.872 -0.059
C -2.920 -3.979 5.630 -0.195
O -2.023 -5.026 5.211 0.034
C -1.329 -4.790 4.105 -0.397
O -1.373 -3.804 3.429 0.161
C -0.390 -5.975 3.820 -0.531
F -1.025 -7.148 3.975 0.163
F 0.654 -5.944 4.668 0.163
F 0.079 -5.909 2.571 0.164
H -4.679 -5.029 4.972 0.084
H -4.922 -3.296 5.256 0.083
H -4.074 -3.855 3.809 0.078
H -3.086 -4.148 6.692 0.125
H -2.437 -3.009 5.519 0.125

=====

9
Properties=species:S:1:pos:R:3:lowdin_charge:R:1 method="wB97M-V/def2-TZVPD" relative_energy_kcal_mol=60.9 charge=-1 lumo_ev=3.53 smiles="[O-]C1=NSC=CS1"
C 0.020 -0.865 -0.252 -0.688
C 0.143 -0.054 0.823 -0.560
C 0.736 -3.046 1.310 -0.873
N 0.794 -2.173 2.162 -0.357
O 1.387 -3.949 0.911 -0.051
S -0.581 -2.456 -0.185 0.689
S -0.083 -0.761 2.414 0.782
H 0.388 -0.503 -1.352 0.091
H 0.411 0.870 0.689 -0.033

=====

23
Properties=species:S:1:pos:R:3:lowdin_charge:R:1 method="wB97M-V/def2-TZVPD" relative_energy_kcal_mol=23.7 charge=+1 lumo_ev=-2.90
C -1.588 0.834 -1.250 -0.338
C 0.585 1.418 -1.662 -0.120
C -0.273 1.439 -2.931 -0.016
C 2.197 -1.125 2.802 0.013
C 0.652 -2.276 1.139 -0.152
C 1.038 -1.211 2.114 -0.734
N -0.322 0.860 -0.716 0.116
N -2.722 0.422 -0.626 0.247
O -1.699 1.076 -2.547 0.080
S -0.327 -0.141 2.359 0.834
H 1.422 0.786 -1.795 0.113
H 0.977 2.486 -1.412 0.173
H -0.498 2.335 -3.480 0.133
H 0.095 0.607 -3.531 0.136
H -0.216 1.077 0.219 0.039
H 2.243 -0.316 3.490 0.042
H 3.017 -1.796 2.632 0.073
H 1.029 -2.115 0.161 0.062
H -0.441 -2.485 1.089 0.071
H 0.855 -3.295 1.517 0.097
H -2.636 0.133 0.354 0.118
H -3.620 0.569 -1.071 0.147
H 0.234 0.722 3.143 -0.133

=====

71
Properties=species:S:1:pos:R:3:lowdin_charge:R:1 method="wB97M-V/def2-TZVPD" charge=0 lumo_ev=0.38
Pd -0.520 -0.712 -0.133 0.911
C 3.714 -4.707 1.054 -0.082
O 2.642 -3.855 0.714 -0.086
C 1.501 -4.449 0.263 -0.206
C 1.347 -5.796 0.059 -0.022
C 0.129 -6.317 -0.420 -0.098
C -0.907 -5.470 -0.691 -0.067
C -0.776 -4.079 -0.487 -0.145
C -1.903 -3.250 -0.815 -0.058
N -1.947 -1.973 -0.720 -0.124
N -3.141 -1.346 -1.083 0.081
C -3.026 -0.058 -0.991 -0.438
O -1.943 0.579 -0.628 -0.231
C -4.200 0.788 -1.332 -0.147
C -4.120 2.168 -1.169 -0.025
C -5.204 2.972 -1.491 -0.081
C -6.371 2.402 -1.979 -0.092
C -6.454 1.024 -2.139 -0.083
C -5.374 0.219 -1.817 -0.032
C 0.428 -3.537 0.012 -0.265
O 0.644 -2.285 0.273 -0.215
H 4.506 -4.064 1.429 0.089
H 4.080 -5.259 0.183 0.095
H 3.426 -5.419 1.833 0.097
H 2.163 -6.476 0.259 0.100
H 0.027 -7.383 -0.571 0.099
H -1.846 -5.855 -1.070 0.107
H -2.804 -3.736 -1.185 0.132
H -3.202 2.599 -0.794 0.105
H -5.136 4.044 -1.360 0.101
H -7.214 3.030 -2.237 0.100
H -7.365 0.577 -2.515 0.101
H -5.427 -0.854 -1.934 0.106
C 2.850 -0.608 1.747 -0.087
C 2.710 0.399 0.599 -0.659
C 2.991 -0.309 -0.736 -0.094
C 3.742 1.515 0.762 -0.085
P 0.927 0.974 0.479 1.079
C 0.966 2.344 -0.717 -0.339
C 0.372 2.134 -1.961 -0.091
C 0.384 3.130 -2.929 -0.068
C 0.983 4.349 -2.661 -0.080
C 1.570 4.574 -1.422 -0.074
C 1.563 3.580 -0.458 -0.103
C 0.287 1.693 2.099 -0.665
C -0.249 0.528 2.943 -0.102
C -0.894 2.604 1.738 -0.087
C 1.304 2.474 2.930 -0.084
H 3.831 -1.084 1.669 0.088
H 2.107 -1.400 1.682 0.055
H 2.791 -0.127 2.723 0.067
H 3.986 -0.761 -0.690 0.091
H 2.975 0.398 -1.569 0.081
H 2.277 -1.107 -0.929 0.056
H 4.734 1.055 0.797 0.091
H 3.613 2.082 1.683 0.064
H 3.731 2.205 -0.081 0.072
H -0.115 1.190 -2.163 0.082
H -0.084 2.951 -3.888 0.107
H 0.993 5.128 -3.413 0.104
H 2.036 5.527 -1.207 0.105
H 2.022 3.778 0.500 0.087
H -1.034 -0.018 2.418 0.062
H -0.679 0.930 3.865 0.088
H 0.535 -0.180 3.213 0.071
H -1.599 2.092 1.081 0.057
H -0.569 3.520 1.244 0.077
H -1.420 2.880 2.656 0.092
H 2.136 1.855 3.258 0.064
H 0.798 2.850 3.824 0.091
H 1.702 3.338 2.399 0.063

=====

26
Properties=species:S:1:pos:R:3:lowdin_charge:R:1 method="wB97M-V/def2-TZVPD" relative_energy_kcal_mol=20.4 charge=0 lumo_ev=1.00 smiles=Cc1ccccc1.CCC
C 0.222 -2.235 -1.138 -0.309
C -0.736 -2.642 0.004 -0.108
C 1.364 -3.194 -1.530 -0.119
H 0.822 -1.447 -0.668 0.083
H -0.341 -1.798 -1.956 0.093
H -0.101 -2.826 0.869 0.080
H -1.291 -1.743 0.229 0.009
H 1.304 -3.394 -2.606 0.061
H -1.358 -3.479 -0.297 0.072
H 1.308 -4.170 -1.045 0.065
H 2.368 -2.796 -1.397 0.062
C 0.322 3.026 -1.245 -0.050
C -1.023 0.423 1.166 -0.100
C -0.677 0.961 2.389 -0.088
C -0.643 1.047 -0.019 -0.052
C 0.013 2.274 0.029 -0.277
C -0.113 2.235 2.466 -0.081
C 0.282 2.828 1.281 -0.064
H -1.671 -0.429 1.114 0.076
H -0.890 0.403 3.291 0.100
H -0.931 0.668 -0.992 0.106
H -0.045 2.756 3.410 0.101
H 1.388 3.068 -1.462 0.080
H -0.029 4.051 -1.122 0.077
H 0.710 3.827 1.284 0.110
H -0.255 2.588 -2.056 0.072